Formula: C2HClF3NO
Source: the OMol25 dataset
Level of theory: ωB97M-V/def2-TZVPD

The energy above the lowest of the compared OMol25 structures with the same formula, charge and spin is 5.4964 eV. The value obtained for the LUMO energy (spin up / spin down) is -1.5 / -1.5 eV. The total energy is -26296.539 eV.

Cartesian coordinates (Å):
C (-0.3503, 0.4256, 0.0015)
C (-0.8988, 0.4533, -1.4042)
N (-0.8238, 0.8849, 1.1319)
O (-1.6504, 1.2163, 1.8728)
F (-0.9205, 1.6615, -1.9282)
F (-0.1256, -0.2987, -2.1761)
F (-3.1644, 1.6099, 1.2146)
Cl (-2.5708, -0.4026, -1.3822)
H (0.7618, 0.0628, 0.0115)



Formula: C2HClF3O3S2
Source: the OMol25 dataset
Level of theory: ωB97M-V/def2-TZVPD

The energy above the lowest of the compared OMol25 structures with the same formula, charge and spin is 0.0000 eV. As for the net charge: -1. The value obtained for the LUMO energy is 3.4 eV. As for the structure (SMILES): O=S(=O)([O-])[C@H](Cl)SC(F)(F)F. The total energy is -50579.884 eV.

Cartesian coordinates (Å):
O (2.3825, -0.7014, 1.6968)
S (1.6310, -1.5351, 0.7214)
O (2.4129, -2.1290, -0.2899)
O (0.6117, -2.4172, 1.3055)
C (0.6739, -0.1760, -0.2469)
Cl (0.6874, -0.4474, -2.0155)
S (1.4909, 1.2886, 0.3454)
C (0.1948, 2.3761, -0.2765)
F (0.6289, 3.6103, -0.1118)
F (-0.1064, 2.3171, -1.5577)
F (-1.0140, 2.2793, 0.2402)
H (-0.2591, -0.0762, 0.1226)



Formula: C2HClN2O
Source: the OMol25 dataset
Level of theory: ωB97M-V/def2-TZVPD

The energy above the lowest of the compared OMol25 structures with the same formula, charge and spin is 3.2648 eV. The value obtained for the LUMO energy is -0.7 eV. As for the structure (SMILES): O=CN=C=NCl. The total energy is -19636.649 eV.

Cartesian coordinates (Å):
O (0.3995, 0.6827, -1.1920)
C (0.5006, 0.7536, 0.0098)
N (-0.3423, 1.3698, 0.9221)
C (-1.5423, 1.3759, 0.6536)
N (-2.3075, 0.9724, -0.2000)
Cl (-3.5628, -0.1569, -0.3684)
H (1.3409, 0.3763, 0.4987)



Formula: C2HClN2O
Source: the OMol25 dataset
Level of theory: ωB97M-V/def2-TZVPD

The energy above the lowest of the compared OMol25 structures with the same formula, charge and spin is 3.7961 eV. The value obtained for the LUMO energy is -0.3 eV. The total energy is -19636.118 eV.

Cartesian coordinates (Å):
C (1.2587, 0.3772, 0.0839)
C (-0.6008, 0.1475, -0.4285)
N (-1.1250, -0.9839, -0.0744)
N (-1.2187, -2.1071, -0.0128)
O (2.0778, -0.4702, 0.1389)
Cl (-1.4569, 1.6299, 0.0857)
H (1.0650, 1.4068, 0.2072)



Formula: C2HClN2O2
Source: the OMol25 dataset
Level of theory: ωB97M-V/def2-TZVPD

The energy above the lowest of the compared OMol25 structures with the same formula, charge and spin is 5.6160 eV. The value obtained for the LUMO energy (spin up / spin down) is -1.7 / -1.7 eV. The total energy is -21681.749 eV.

Cartesian coordinates (Å):
C (-0.9347, 1.5829, 1.0408)
C (-0.4060, 0.3398, 0.7840)
N (-1.1543, 2.6850, 1.2691)
N (1.0079, -0.9719, -1.4864)
O (2.0657, -0.8006, -2.0306)
O (0.2101, -1.7914, -1.2676)
Cl (-1.3673, -1.0213, 1.2267)
H (0.5785, -0.0226, 0.4640)



Formula: C2HCuFLiO2
Source: the OMol25 dataset
Level of theory: ωB97M-V/def2-TZVPD

The energy above the lowest of the compared OMol25 structures with the same formula, charge and spin is 0.5804 eV. The value obtained for the LUMO energy (spin up / spin down) is -1.4 / -1.3 eV. The total energy is -53744.995 eV.

Cartesian coordinates (Å):
F (2.1751, 0.2139, 0.0505)
O (-1.4065, 0.6505, 0.1883)
C (-0.0829, 0.8828, -0.0833)
C (0.8429, -0.1121, -0.0539)
O (0.5909, -1.3647, -0.2074)
Cu (-1.1497, -0.9804, 1.8276)
Li (-1.1041, -1.1212, -1.1371)
H (0.1343, 1.8312, -0.5846)